Entry 1:
ORCA calculation (ωB97M-V/def2-TZVPD) on a structure of composition C25H69F3KO30P7 in a non-equilibrium geometry.

Each line ends with the Löwdin charge.
Element x y z (Å)
H -5.5233 3.5990 -1.3947  0.0968
O 4.1718 -1.0814 3.6618  -0.2218
C 4.6708 2.0634 1.1736  -0.0981
O -4.8299 -0.0948 0.2098  -0.2127
O -0.4700 -0.5982 5.9938  -0.1972
H 1.8802 3.0830 4.5355  0.0886
H 2.8246 -0.9881 5.2762  0.0904
H -1.3103 -6.6933 5.2538  0.0668
C 2.1126 5.4600 2.2070  -0.0587
H 7.7386 2.3241 -1.7586  0.0884
O -0.8817 -2.8725 2.0071  -0.2655
O 0.7684 -4.1109 -2.3862  -0.2009
P 3.7645 -1.7168 2.2127  0.4891
P 0.1536 -2.7601 -3.0165  0.4659
C -5.0607 0.0369 1.5316  -0.1552
H -2.6201 -5.8951 3.2205  0.0984
H -1.0064 -5.6497 2.9791  0.1092
C -1.6643 -5.6709 5.1212  -0.0673
H 1.5444 -2.6709 3.5018  0.0714
O 5.4823 3.7721 -1.5097  -0.2198
H -0.4380 -2.5392 5.0415  0.0801
O -1.9553 1.3253 5.1829  -0.1847
H 2.3465 0.5939 -0.6117  0.0472
O -2.1867 -3.9066 3.5695  -0.1345
C -4.5180 3.4399 -1.0046  -0.1063
C -3.1860 -3.7446 1.2811  -0.5819
H -1.6011 0.1029 -3.4123  0.0629
C 0.8448 2.9271 4.8384  -0.0927
O 0.5326 1.7157 5.5534  -0.2150
C 3.2117 -0.3443 4.4864  -0.0710
O 3.5127 1.9962 -1.6566  -0.2004
F -3.4874 -2.8130 0.3552  0.1181
O 5.9117 1.4425 -2.4385  -0.2207
P 0.6352 3.5531 0.8790  0.5667
O 2.7398 -0.9106 1.5244  -0.2929
H -3.2503 -3.4481 -2.9925  0.0853
O 0.1033 -1.6163 -2.0411  -0.2913
H 4.3200 -2.4217 -0.2451  0.0709
H 3.7288 0.4902 4.9599  0.0868
H 2.3538 -4.1685 3.9319  0.0961
H -2.6289 1.9817 -8.7204  0.0851
H 1.2289 -5.0241 -0.5308  0.0973
O 5.4368 1.6909 0.0435  -0.2252
H -4.1577 0.5079 1.9199  0.0624
H 7.6978 1.7668 -3.3723  0.0846
H -1.9286 -1.5846 5.0061  0.0652
H -4.9982 -0.8948 2.0939  0.0936
H 5.5643 -1.2019 -0.5447  0.0771
H -3.3756 1.6578 -7.1697  0.0852
O -0.3988 0.8333 -6.8798  -0.2602
H -3.8237 3.4214 -1.8447  0.0878
H 3.1525 5.5717 1.8998  0.0914
H 2.4648 -3.8910 -1.2383  0.0822
H 1.5481 6.2692 1.7438  0.0885
H -0.6107 3.4700 -1.5431  0.0605
H 3.7857 -0.1090 -1.4783  0.0745
O 3.3703 -3.2295 2.5847  -0.2166
H 1.3346 -4.0148 2.4380  0.0753
H 1.1602 -1.2454 -5.9160  0.0874
H 0.4707 3.7449 5.4543  0.0939
H 7.7862 0.5570 -2.1850  0.0852
H 0.3947 4.4758 -2.5109  0.0940
O 0.9185 -2.5409 -4.4332  -0.2151
C 1.4070 -4.0963 -1.0744  -0.0562
H 0.0266 -2.5084 -6.3276  0.0984
O -1.8019 2.9601 -7.0921  -0.2238
O -2.3385 0.6749 -0.1823  -0.2488
C -4.3240 -0.6884 -2.4739  -0.1378
C 7.3260 1.5264 -2.3763  -0.1267
C -1.8026 3.3011 1.8789  -0.0935
C -1.0391 -1.8157 5.5922  -0.1246
H -1.4765 2.3131 2.2037  0.0619
C -2.2411 -3.7008 -2.6672  -0.0940
H 3.9305 1.2896 1.3767  0.0723
H 0.2728 3.1119 3.9291  0.0568
O 5.2339 -1.7128 1.4588  -0.2046
O -1.2831 -3.1643 -3.5612  -0.2141
H 2.3933 0.1088 3.9269  0.0597
K 0.1053 -0.5855 0.6716  0.6891
O 0.4049 2.8940 -5.5952  -0.2408
H -5.3732 -0.9749 -2.4019  0.0989
F -2.6563 -4.8138 0.6186  0.1120
F -4.2549 -4.1650 1.8810  0.1826
O 0.5867 2.0822 0.4721  -0.3092
P 5.0856 2.3767 -1.3901  0.4552
P -3.7651 0.9072 -0.5223  0.5494
O -1.8333 1.6077 -4.8454  -0.2152
C 5.2806 -2.0363 0.0967  -0.1174
H 6.0245 -2.8311 0.0416  0.0957
H -5.9781 0.5650 1.7916  0.1039
H 5.3619 2.2160 2.0025  0.0970
H -3.6939 1.7121 4.1589  0.0900
H -2.0557 -3.3870 -1.6399  0.0754
H 1.0213 -3.3358 -0.3954  0.0604
O -0.2609 0.2435 3.4817  -0.2591
H -0.9465 -5.0340 5.6382  0.0611
H -2.9175 0.1043 3.8455  0.0707
O -4.2389 0.6479 -2.0946  -0.2206
H -3.9211 -0.8626 -3.4716  0.0948
H -2.6717 -5.6420 5.5364  0.0735
C 0.3355 -1.8404 -5.5235  -0.0933
H 0.7468 2.0375 -8.1669  0.0939
C 3.0337 0.6797 -1.4534  -0.1072
H -2.2876 -4.7885 -2.7206  0.0963
H -0.1794 0.7065 -8.9120  0.0876
H -2.3997 3.5925 2.7430  0.0954
H -0.8994 5.1366 -1.5634  0.0833
C -2.9095 2.4382 -7.7712  -0.1228
C -2.1918 -3.1375 2.3426  -0.4389
H -0.4730 -1.2220 -5.1338  0.0683
H -3.8490 -1.3741 -1.7722  0.0650
C 2.0641 -3.5370 3.0920  -0.0788
H -3.6943 3.1655 -7.9794  0.0904
C -1.8059 -5.2977 3.6309  -0.2534
O 0.8082 4.5980 -0.3940  -0.2201
H 4.1572 3.0224 1.1042  0.0722
H -0.2303 1.1119 -3.6182  0.0951
H -4.2384 4.2875 -0.3790  0.0886
O -0.6629 4.1277 1.6569  -0.2236
O 1.8396 4.0418 1.8993  -0.2613
C -0.0780 4.4209 -1.5303  -0.0862
C -1.3200 1.1366 -3.6138  -0.1102
H 1.9494 5.6049 3.2749  0.0818
H 1.1984 0.3160 -7.9157  0.0860
P -0.5326 0.6279 4.9013  0.5366
H -3.7916 0.4811 5.2720  0.0991
C 0.3757 1.0220 -8.0286  -0.1268
C -3.0806 0.9074 4.5643  -0.1753
H -2.3745 3.1829 0.9585  0.0659
O -4.4824 2.3184 -0.1624  -0.2229
H 2.5166 0.4102 -2.3743  0.0892
H -1.5446 -2.4298 6.3375  0.0946
H -1.8110 1.6220 -2.7703  0.0649
H -2.7036 -2.2438 2.6994  0.1179
P -0.8270 2.1652 -6.0236  0.5322

Properties
**Relative energy (zero: lowest compared OMol25 entry of this formula, charge and spin)**: 0.000 eV
**E_LUMO**: 0.19 eV
**Charge**: 0
**Frontier orbital gap**: 7.5 eV


Entry 2:
ORCA calculation (ωB97M-V/def2-TZVPD) on a structure of composition C26H46AuI2N2O4P2S in a non-equilibrium geometry.

Each line ends with the Löwdin charge.
Element x y z (Å)
H 0.7251 1.8769 -5.1190  0.0664
H -0.5764 2.8410 -4.3925  0.0689
H -0.6456 -2.1925 -3.9174  0.0704
O -0.1490 -3.9107 3.4731  -0.3412
H 1.7859 -4.3626 2.8326  0.0654
C -0.9159 4.6634 4.3479  -0.6498
C -0.2546 3.4194 4.2228  -0.1986
C -1.1364 3.2386 1.9040  -0.4418
O -0.0355 -1.8345 4.9543  -0.3665
P 0.0491 -2.3024 3.3713  0.7640
H 2.7973 -3.9904 -0.3258  0.0355
C 1.3252 -0.6435 -4.8423  -0.0663
H -0.9935 -4.4292 -0.8543  0.0401
Au 0.1410 0.8799 0.7833  1.1605
C 1.0686 -0.9445 -3.3680  -0.5794
H 0.9845 -1.2852 6.6230  0.0836
H -3.1578 0.3113 -4.4087  0.1028
C -1.7362 0.4224 -2.8148  -0.5823
H 1.7343 -1.5458 -5.3020  0.1028
P 0.1516 0.4683 -2.4719  0.9913
C 1.1162 -1.9505 5.7715  -0.1525
C -1.7155 4.4905 2.0827  -0.6235
H 1.2340 -2.9714 6.1394  0.0840
H 0.6232 3.2727 6.1872  0.0718
C -0.3629 2.7363 2.9907  -0.1581
N 0.2905 1.5718 2.7510  -0.0648
C -2.3318 -0.7351 -1.9984  -0.0834
H -2.0396 -0.0640 2.6210  0.0529
H -0.5404 3.4743 -1.9293  0.0506
H 1.3006 -5.0744 4.3876  0.0832
H 1.5251 -4.6389 -1.3951  0.0319
H 1.7156 1.0963 5.7321  0.1124
C -0.8787 -3.9966 0.1392  -0.3780
H -3.4138 -0.6034 -1.9427  0.0964
H 2.8652 1.4371 -3.6643  0.0650
C -1.6220 5.1836 3.2918  -0.2056
H 1.5181 0.0940 3.4451  0.0801
C 0.4872 2.6107 -4.3511  -0.0661
C -2.0723 0.2644 -4.2956  -0.0643
C 0.9540 -4.8029 3.3895  -0.1459
H -2.0294 1.9406 -1.2646  0.0466
O -1.2897 2.5373 0.8134  -0.2240
H -0.0977 -2.3773 -2.2274  0.0228
H -2.1146 2.5766 -2.9214  0.0724
C 1.0118 1.0142 3.7051  -0.1212
S 0.6735 -3.0753 0.2280  0.6742
H 2.7255 1.6003 -1.8981  0.0809
I -0.8364 5.7601 6.1370  0.9520
H 2.8659 3.0264 -2.9236  0.0965
H -3.2757 -1.1205 3.3492  0.0937
H -3.4333 1.6224 -2.2747  0.0997
C -2.3464 1.7253 -2.2840  -0.0838
H -2.1440 -1.7048 -2.4501  0.0663
I -2.7678 5.2735 0.4520  0.9534
C 0.9086 2.1569 -2.9546  -0.5992
H 1.0242 3.5305 -4.5935  0.1007
H 0.7897 2.9157 -0.9191  0.0460
C 0.2189 -2.2165 -3.2564  -0.0957
H 2.0512 0.1536 -4.9881  0.0682
H 1.0697 4.1356 -2.1598  0.0984
H 2.2030 -1.3373 -1.5560  0.0411
C 0.5165 2.7922 5.2241  -0.0041
C 0.5147 3.2249 -1.9265  -0.0936
H -2.1178 6.1392 3.3909  0.0881
C 2.4329 2.0266 -2.8591  -0.0881
H 3.1251 -0.4340 -2.7657  0.0631
H 1.6995 -5.2589 0.2688  0.0327
H -0.8781 -4.7775 0.8971  0.0332
H -1.9375 -0.7391 -0.9832  0.0570
C -2.2214 -0.8537 3.3572  -0.1143
C 1.1273 1.5901 4.9732  -0.0174
H 0.6140 -5.7058 2.8840  0.0853
C 1.7829 -4.3805 -0.3686  -0.3815
H 0.4061 -0.3938 -5.3733  0.0739
H -1.6886 -3.2993 0.3405  0.0304
H -1.6469 1.0629 -4.9022  0.0697
N 0.3920 0.1198 -0.9322  -0.3194
C 2.3862 -1.2166 -2.6238  -0.0849
H 0.8361 -3.0649 -3.5582  0.0955
H 2.8105 -2.1455 -3.0096  0.0962
O -1.5034 -2.0346 3.0149  -0.3436
H 2.0299 -1.6682 5.2337  0.0748
H -1.9563 -0.5022 4.3544  0.0801
H -1.7453 -0.6932 -4.6980  0.0663

Properties
**E_LUMO (alpha / beta)**: -5.78 / -5.80 eV
**Charge**: +1
**Frontier orbital gap (alpha / beta)**: 4.6 / 4.6 eV


Entry 3:
ORCA calculation (ωB97M-V/def2-TZVPD) on a cluster of 2 separate species, C2HFO3 in total in a non-equilibrium geometry.

Each line ends with the natural charge from an NBO analysis.
Element x y z (Å)
O -2.1141 -3.6366 0.3854  -0.5002
C -1.3121 -2.8427 0.2161  1.0278
F 1.4100 0.5084 1.3178  -0.3072
O 0.5789 2.2724 0.2975  -0.1428
H 0.1117 0.3326 -0.1682  0.2019
C 0.6324 1.1059 0.4021  0.2471
O -0.5196 -2.0303 0.0544  -0.5266

Properties
**Relative energy (zero: lowest compared OMol25 entry of this formula, charge and spin)**: 0.145 eV
**E_LUMO (alpha / beta)**: 0.43 / -3.89 eV
**Spin multiplicity**: 3
**Charge**: 0
**Frontier orbital gap (alpha / beta)**: 6.7 / 9.4 eV


Entry 4:
ORCA calculation (ωB97M-V/def2-TZVPD) on an isolated molecule of C18H19N5O2 in a non-equilibrium geometry.

Each line ends with the natural charge from an NBO analysis.
Element x y z (Å)
C -4.4515 -1.5499 -0.7399  0.0706
O 2.7494 3.9079 -2.5500  -0.4327
C 0.0891 -0.9078 -0.0312  -0.2347
N 1.3089 3.7874 -0.8450  -0.4682
C -2.7977 -2.2685 0.6769  0.3909
C -3.7318 -2.4369 1.7148  -0.3102
N -3.1786 -1.8282 -0.5267  -0.5026
H -0.9140 -0.5171 2.4297  0.1944
C -5.4386 -1.6758 0.2184  -0.3194
H 0.4517 -1.3203 3.2630  0.2469
H 3.8550 -1.1010 0.5155  0.4108
H 0.4977 6.1490 -1.5492  0.2476
H 4.5405 1.7650 -3.0442  0.2280
C 2.0862 -1.1168 1.4355  0.7950
H 1.3344 1.4589 0.7889  0.2402
H -5.7858 -2.2579 2.2586  0.2147
C 2.0425 2.6217 -0.8684  0.0825
H -1.1391 -2.2486 -1.2074  0.2534
N 2.9291 -0.7063 0.4096  -0.6428
C 2.0079 1.5055 -0.0489  -0.2662
C 3.8405 1.6914 -2.2282  -0.2443
H -0.6836 -0.1319 -0.0309  0.2066
N 0.7502 -0.9084 1.2586  -0.4626
C 3.7905 0.5779 -1.4141  -0.2483
H -6.4648 -1.4290 0.0001  0.2181
C 1.7536 4.4892 -1.8294  0.5336
N -1.4760 -2.6089 0.7994  -0.4188
H -4.6787 -1.2004 -1.7396  0.1895
C -5.0536 -2.1350 1.4731  -0.1432
C 2.9476 2.7062 -1.9446  0.2692
O 2.5509 -1.6493 2.4257  -0.6478
H -3.4376 -2.8048 2.6840  0.2118
C -0.1350 -1.2826 2.3446  -0.2331
C -0.5714 -2.2734 -0.2785  -0.2269
C -0.7829 -2.6460 2.0666  -0.2207
H 2.1079 6.5423 -2.1957  0.2358
H 0.9001 5.8061 -3.2476  0.2357
C 1.2824 5.8332 -2.2285  -0.6697
H 0.2002 -3.0488 -0.3292  0.1923
C 2.8856 0.4699 -0.3445  0.1598
H 4.4688 -0.2417 -1.5984  0.2151
H 0.8016 -0.6963 -0.8251  0.2296
H -1.4547 -2.9142 2.8784  0.2107
H 0.0033 -3.4058 2.0038  0.2093

Properties
**Relative energy (zero: lowest compared OMol25 entry of this formula, charge and spin)**: 0.000 eV
**E_LUMO**: 0.77 eV
**SMILES**: Cc1nc2cc(NC(=O)N3CCN(c4ccccn4)CC3)ccc2o1
**Charge**: 0
**Frontier orbital gap**: 8.6 eV


Entry 5:
ORCA calculation (ωB97M-V/def2-TZVPD) on an isolated molecule of C8H13N3O2 in a non-equilibrium geometry.

Each line ends with the natural charge from an NBO analysis.
Element x y z (Å)
H -0.9064 -3.3226 -0.1764  0.2310
C 1.6090 2.7415 -0.1644  -0.6563
H 0.6343 0.4889 1.9774  0.2265
C -1.2271 -2.3369 -0.6325  -0.6571
C 1.4731 -0.2212 1.8048  -0.6336
N -0.2218 1.3019 -0.4788  0.0698
H -2.0976 -2.0772 -0.1282  0.2261
H 2.7047 2.7418 0.1569  0.2143
H -2.9796 -0.4720 -1.2711  0.2153
H 1.0721 3.4961 0.3820  0.2514
C -2.3156 0.3898 -1.2136  -0.6663
C -0.3881 -1.1635 -0.4911  -0.1470
H -2.2251 0.8731 -2.2798  0.2532
C 1.0681 1.2989 -0.2517  0.1641
O -0.7786 2.3934 -0.8774  -0.5308
N 3.6396 -1.0043 -0.7286  0.2653
H 2.2251 -0.2427 2.4879  0.2326
O 4.7862 -0.9873 -1.1409  -0.3991
H -2.9028 1.2163 -0.5475  0.2471
N 3.0122 -0.2517 -0.0439  -0.1475
C -0.9217 0.0898 -0.6133  0.1242
H 1.0271 -1.2389 1.7159  0.2253
H 0.6480 -1.1628 -0.3182  0.2012
H 1.5645 3.1963 -1.1839  0.2505
C 1.8861 0.1699 0.3669  0.2055
H -1.3942 -2.5368 -1.7228  0.2342

Properties
**Relative energy (zero: lowest compared OMol25 entry of this formula, charge and spin)**: 7.920 eV
**E_LUMO (alpha / beta)**: -0.60 / -0.60 eV
**Charge**: 0
**Frontier orbital gap (alpha / beta)**: 7.9 / 7.9 eV


Molar mass
In order: 1162.7 995.5 92.0 337.4 183.2
Unit: g mol⁻¹